C28H66N9O10Zr | the ωB97M-V functional and the def2-TZVPD basis

Each line ends with the Löwdin charge.
CARTESIAN COORDINATES (ANGSTROEM)
Zr 3.790 0.454 0.432  2.16
C 0.478 0.135 0.167  -0.11
O 1.855 -0.032 0.402  -0.43
H 0.203 1.181 0.331  0.07
H 0.254 -0.128 -0.870  0.09
H -0.117 -0.475 0.847  0.06
C 4.665 -2.763 -0.283  -0.22
O 4.308 -1.553 -0.218  -0.22
N 3.841 -3.742 -0.437  -0.12
C 2.396 -3.537 -0.500  0.01
C 4.310 -5.130 -0.435  0.02
H 5.715 -3.055 -0.255  0.17
H 1.920 -4.284 0.142  0.11
H 2.021 -3.797 -1.492  0.11
H 2.096 -2.546 -0.177  0.07
H 5.373 -5.144 -0.673  0.11
H 4.160 -5.588 0.540  0.11
H 3.831 -5.715 -1.217  0.11
C 2.746 0.561 -2.751  -0.25
O 3.500 0.132 -1.840  -0.17
N 2.395 -0.121 -3.802  -0.13
C 1.474 0.399 -4.805  0.01
C 2.840 -1.495 -3.976  0.01
H 2.278 1.549 -2.683  0.15
H 1.917 0.297 -5.794  0.11
H 1.233 1.449 -4.638  0.10
H 0.511 -0.116 -4.795  0.10
H 3.367 -1.598 -4.922  0.12
H 3.510 -1.791 -3.176  0.08
H 1.981 -2.166 -3.937  0.11
C 3.272 -1.318 3.435  -0.25
O 3.553 -1.151 2.200  -0.18
N 2.390 -2.142 3.937  -0.13
C 2.365 -2.431 5.364  0.01
C 1.438 -2.918 3.152  0.00
H 3.821 -0.770 4.205  0.15
H 1.483 -2.056 5.880  0.10
H 3.218 -1.939 5.836  0.10
H 2.494 -3.495 5.553  0.12
H 0.440 -2.851 3.578  0.09
H 1.353 -2.593 2.112  0.07
H 1.788 -3.946 3.027  0.11
C -3.880 -3.959 0.168  -0.34
O -5.066 -3.854 -0.017  0.04
N -3.080 -3.023 0.755  -0.18
C -3.631 -1.764 1.214  -0.04
C -1.672 -3.225 0.920  -0.08
H -3.323 -4.861 -0.156  0.14
H -3.135 -0.943 0.692  0.07
H -3.439 -1.683 2.290  0.09
H -4.705 -1.650 1.132  0.10
H -1.104 -2.826 0.066  0.07
H -1.367 -2.737 1.852  0.06
H -1.443 -4.282 1.068  0.09
C -4.680 1.615 1.417  -0.33
O -5.437 1.107 2.209  0.04
N -3.561 2.293 1.777  -0.19
C -2.620 2.808 0.837  -0.07
C -3.244 2.538 3.164  -0.03
H -4.824 1.465 0.337  0.12
H -2.874 2.523 -0.187  0.07
H -1.630 2.356 1.013  0.06
H -2.550 3.899 0.882  0.10
H -2.280 2.114 3.476  0.06
H -3.219 3.625 3.280  0.10
H -3.947 2.089 3.858  0.10
C -4.503 -1.202 -1.874  -0.33
O -4.211 -0.143 -1.343  -0.02
N -3.723 -1.854 -2.754  -0.18
C -4.176 -3.054 -3.469  -0.03
C -2.475 -1.275 -3.191  -0.07
H -5.444 -1.748 -1.724  0.15
H -5.067 -3.454 -2.991  0.09
H -3.372 -3.786 -3.414  0.09
H -4.416 -2.797 -4.502  0.10
H -2.676 -0.525 -3.966  0.09
H -1.908 -0.847 -2.362  0.07
H -1.834 -2.024 -3.662  0.08
C -0.778 3.463 -2.368  -0.37
O 0.016 4.337 -2.031  -0.03
N -1.902 3.653 -3.058  -0.17
C -2.819 2.547 -3.276  -0.04
C -2.348 4.988 -3.412  -0.02
H -0.599 2.392 -2.148  0.12
H -2.288 1.620 -3.472  0.06
H -3.441 2.777 -4.141  0.10
H -3.540 2.414 -2.464  0.09
H -3.132 5.335 -2.733  0.11
H -1.555 5.727 -3.440  0.09
H -2.787 4.965 -4.410  0.10
C -1.023 -0.610 3.910  -0.37
O -1.842 -1.417 4.290  0.05
N -0.506 0.392 4.672  -0.19
C -0.718 0.394 6.113  -0.02
C 0.480 1.287 4.109  -0.06
H -0.686 -0.511 2.857  0.11
H 0.024 -0.213 6.637  0.09
H -1.703 -0.010 6.341  0.10
H -0.757 1.415 6.490  0.10
H 1.468 0.809 4.168  0.07
H 0.285 1.488 3.047  0.07
H 0.405 2.280 4.545  0.10
C 2.863 3.597 -0.503  -0.20
O 3.206 2.349 -0.372  -0.25
N 3.568 4.488 -1.083  -0.12
C 3.029 5.841 -1.260  0.03
C 4.861 4.252 -1.669  0.01
H 1.885 3.903 -0.143  0.16
H 2.728 5.997 -2.292  0.12
H 3.772 6.567 -0.937  0.11
H 2.162 5.985 -0.619  0.11
H 5.268 3.256 -1.565  0.09
H 4.869 4.559 -2.723  0.12
H 5.584 4.999 -1.317  0.12

Calculated values
- ΔE to the lowest compared entry with this formula, charge and spin (kcal/mol) = 0.0
- F_max (eV Å⁻¹) = 8.356
- total charge = +3
- 2S+1 = 1
- LUMO energy (eV) = -10.19
- frontier orbital gap (eV) = 4.1
- electronic energy (a.u.) = -2397.9187